No. 1
The following is a DFT calculation (ωB97M-V/def2-TZVPD) of a molecular structure, C28H28Br2Cl2N4OOsS2.

Properties
HOMO level (alpha / beta) ... -13.49 / -13.49 eV
Total charge ... +2
LUMO energy (alpha / beta) ... -7.1 / -7.1 eV
Kohn-Sham gap (alpha / beta) ... 6.41 / 6.41 eV

The geometry in XYZ format:
```
68
Properties=species:S:1:pos:R:3:forces:R:3
H -2.028 1.683 4.651 0.0 0.0 0.0
C -2.549 -2.588 0.160 0.0 0.0 0.0
C -4.590 -3.303 1.236 0.0 0.0 0.0
H 0.731 2.088 0.342 0.0 0.0 0.0
C -0.291 2.318 -1.556 0.0 0.0 0.0
C -0.096 0.514 2.133 0.0 0.0 0.0
C 0.657 1.019 4.375 0.0 0.0 0.0
C 2.271 -2.534 -1.730 0.0 0.0 0.0
C -1.739 1.336 3.668 0.0 0.0 0.0
C -1.874 -2.879 1.339 0.0 0.0 0.0
H 1.609 4.205 -2.691 0.0 0.0 0.0
C 2.214 0.266 2.703 0.0 0.0 0.0
C 0.601 2.808 -0.455 0.0 0.0 0.0
H 0.238 3.744 -0.031 0.0 0.0 0.0
C -2.651 1.278 2.656 0.0 0.0 0.0
H 2.732 0.717 4.744 0.0 0.0 0.0
H 2.639 -1.774 0.125 0.0 0.0 0.0
H -4.398 -3.989 3.252 0.0 0.0 0.0
N 2.021 3.115 -0.937 0.0 0.0 0.0
C -1.549 2.999 -3.524 0.0 0.0 0.0
H -2.252 1.382 -4.749 0.0 0.0 0.0
C 3.810 -3.584 -0.350 0.0 0.0 0.0
C -0.553 0.955 -1.816 0.0 -0.1 0.0
H -3.256 1.804 -0.225 0.0 0.0 0.0
H 3.566 -4.256 0.470 0.0 0.0 0.0
Cl -4.793 -2.427 -1.315 0.0 0.0 0.0
S -1.659 -2.055 -1.277 -0.2 -0.2 0.0
Br 3.983 -0.161 2.219 0.0 0.0 0.0
H 4.776 -3.122 -0.148 0.0 0.0 0.0
H 2.605 1.090 -1.031 0.0 0.0 0.0
H -1.959 3.782 -4.147 0.0 0.0 0.0
H -5.658 -3.460 1.187 0.0 0.0 0.0
H -0.672 4.349 -2.129 0.0 0.0 0.0
C -2.507 -3.383 2.456 0.0 0.0 0.0
H -4.304 0.715 0.680 0.0 0.0 0.0
N 2.807 -3.495 -2.468 0.0 0.0 0.0
C -0.826 3.308 -2.390 0.0 0.0 0.0
Cl -0.143 -2.608 1.368 0.0 -0.2 0.1
C -3.923 -2.807 0.126 0.0 0.0 0.0
H 3.682 2.240 -1.887 0.0 0.0 0.0
C -1.721 1.663 -3.849 0.0 0.0 0.0
N 2.777 -2.553 -0.503 -0.1 -0.1 0.0
S 1.148 -1.397 -2.361 0.0 0.0 0.0
C -3.879 -3.593 2.390 0.0 0.0 0.0
H 3.445 -5.327 -1.642 0.0 0.0 0.0
C 1.931 0.672 4.020 0.0 0.0 0.0
C 1.226 0.185 1.752 0.0 0.1 0.1
C -1.239 0.673 -3.009 0.0 0.0 0.0
O 1.461 -0.133 0.465 -0.2 -0.1 -0.1
Os -0.213 -0.632 -0.524 0.5 0.8 -0.1
C -2.289 0.809 1.373 0.0 0.0 0.0
H -1.427 -0.353 -3.293 0.0 0.0 0.0
H -3.120 0.071 -0.476 0.0 0.0 0.0
Br 0.316 1.577 6.137 0.0 0.0 0.0
C 2.118 4.365 -1.746 0.0 0.0 0.0
C 3.784 -4.295 -1.722 0.0 0.0 0.0
H 4.753 -4.281 -2.216 0.0 0.0 0.0
H -3.674 1.587 2.820 0.0 0.0 0.0
C 2.652 1.972 -1.662 0.0 0.0 0.0
H 3.169 4.577 -1.924 0.0 0.0 0.0
H 1.659 5.184 -1.199 0.0 0.0 0.0
N -1.048 0.392 1.146 -0.1 -0.1 -0.1
C -0.398 0.963 3.426 0.0 0.0 0.0
H -1.947 -3.608 3.352 0.0 0.0 0.0
H 2.483 -3.709 -3.396 0.0 0.0 0.0
C -3.300 0.833 0.275 0.0 0.0 0.0
H 2.096 1.801 -2.580 0.0 0.0 0.0
H 2.565 3.268 -0.087 0.0 0.0 0.0
```
Forces are in eV/Å.

No. 2
The following is a DFT calculation (ωB97M-V/def2-TZVPD) of a molecular structure, C28H28BrI2N5O7RuS.

Properties
HOMO level (alpha / beta) ... -8.94 / -8.81 eV
LUMO energy (alpha / beta) ... -0.6 / -2.6 eV
Multiplicity ... 5
Kohn-Sham gap (alpha / beta) ... 8.31 / 6.19 eV

The geometry in XYZ format:
```
73
Properties=species:S:1:pos:R:3:forces:R:3
C -0.110 -5.283 -2.070 0.0 0.0 0.0
O 3.920 5.230 1.686 0.2 0.0 0.0
C -3.124 2.497 -0.188 -0.1 0.0 -0.1
H 2.628 -2.158 -1.094 0.0 0.0 0.0
O -0.304 -2.559 -2.755 0.0 0.4 -0.3
N 2.530 -0.439 0.030 0.2 0.2 -0.4
H -0.915 3.986 0.720 0.0 0.0 0.0
C 4.561 -1.212 -0.947 0.0 0.0 0.0
H -5.721 -2.026 0.136 0.0 0.0 0.0
N 0.296 0.255 -2.400 0.2 0.5 -1.0
C -0.020 -6.913 -0.298 0.0 0.0 -0.1
C -0.101 -6.606 -1.651 0.0 0.0 0.0
C 1.066 2.784 -0.725 -0.6 0.3 0.3
O 6.453 2.129 0.819 -0.1 0.0 0.1
C 3.204 -1.329 -0.706 0.0 0.1 0.2
H -5.853 1.688 -0.633 0.0 0.0 -0.1
I -0.437 -0.194 1.985 -0.1 0.0 0.4
H -5.354 -0.195 1.711 0.0 0.0 0.0
S -0.228 1.463 -4.830 0.0 0.1 -0.2
I 0.163 9.008 0.181 0.0 0.1 0.0
C 0.059 -4.558 0.225 0.0 0.1 -0.1
O 2.060 2.405 -1.308 0.2 -0.3 -0.1
H -1.268 6.422 1.066 0.0 0.0 0.0
C -0.250 4.706 0.262 0.0 0.1 0.1
C -3.426 -2.299 -0.958 -0.2 0.1 0.0
O 0.145 1.997 -0.190 0.8 -0.2 -0.5
H 4.234 6.064 2.046 0.0 0.0 0.0
H 5.712 4.276 2.200 0.0 0.0 0.1
H 2.513 4.795 -1.679 0.0 0.0 0.0
C 0.438 6.966 -0.120 0.0 0.0 0.0
C 5.036 4.424 1.358 -0.3 -0.1 0.0
H -3.655 -2.501 -2.008 0.0 0.0 0.0
O 0.221 -1.978 -0.613 -0.2 0.1 -0.6
H -0.183 -5.022 -3.119 0.0 0.0 0.0
C -0.026 -4.261 -1.132 0.0 0.1 0.1
N -4.016 -1.052 -0.495 0.1 0.0 -0.1
N 4.455 3.157 0.985 0.0 -0.1 0.1
C 0.064 0.780 -3.454 0.1 -0.5 0.9
C -0.444 6.067 0.462 0.0 -0.2 0.0
C -5.449 -1.045 -0.250 0.1 -0.1 0.0
H -3.075 2.937 0.812 0.0 0.0 0.0
C 0.056 -5.882 0.622 0.0 0.0 0.0
H 3.486 3.175 0.712 0.0 0.0 -0.1
C 5.235 2.086 0.729 0.1 0.0 -0.2
C -3.281 0.092 -0.553 0.0 -0.1 0.1
H 5.075 -1.969 -1.524 0.0 0.0 0.0
C -5.267 1.355 0.229 0.1 0.0 0.0
Br 0.161 -6.293 2.467 0.0 0.0 0.0
C 1.689 5.167 -1.082 0.0 0.1 0.0
H 6.284 0.059 -0.638 0.0 0.0 0.0
H -0.015 -7.940 0.038 0.0 0.0 0.0
H -2.354 -2.251 -0.848 0.1 0.0 0.1
H -5.349 2.128 0.993 0.0 0.0 0.0
C 1.504 6.530 -0.893 0.0 -0.2 0.0
H -6.003 -0.899 -1.184 0.0 0.0 -0.1
C 5.231 -0.106 -0.453 0.1 0.0 -0.1
C 0.815 4.252 -0.509 -0.1 -0.1 0.1
H -2.119 2.322 -0.545 0.1 -0.1 0.0
H -3.623 3.204 -0.857 0.0 0.0 0.0
H -3.812 -3.114 -0.345 0.0 0.0 0.0
H -6.880 0.100 0.867 0.0 0.0 0.0
C 4.529 0.840 0.276 0.1 0.1 0.1
H 0.123 -3.758 0.950 0.0 0.0 0.0
C -0.054 -2.830 -1.613 0.2 -0.2 0.8
C -5.799 0.038 0.743 0.0 0.0 0.1
Ru 0.212 -0.005 -0.525 -0.5 -0.3 0.4
H -0.160 -7.407 -2.378 0.0 0.0 0.0
O -2.104 0.065 -0.966 -0.2 0.1 -0.1
N -3.861 1.248 -0.136 0.0 0.0 0.0
H 2.602 1.273 1.143 0.0 0.0 0.0
H 5.606 4.842 0.526 0.0 0.1 -0.1
H 2.182 7.242 -1.342 0.0 0.0 0.0
C 3.191 0.610 0.518 -0.3 -0.1 0.2
```
Forces are in eV/Å.

No. 3
The following is a DFT calculation (ωB97M-V/def2-TZVPD) of a molecular structure, C28H28Cl4N5O2PdS.

Properties
HOMO level (alpha / beta) ... -10.26 / -10.86 eV
Total charge ... +1
LUMO energy (alpha / beta) ... -2.8 / -4.7 eV
Multiplicity ... 5
Kohn-Sham gap (alpha / beta) ... 7.45 / 6.12 eV

The geometry in XYZ format:
```
69
Properties=species:S:1:pos:R:3:forces:R:3
H 0.568 -3.288 0.140 -0.2 0.1 -0.2
H -3.702 -2.804 0.494 0.1 -0.1 0.1
H 4.550 0.666 3.902 0.1 0.0 0.0
C 0.411 2.185 1.684 -0.2 -0.3 -0.2
C -0.881 -0.536 -4.583 0.0 0.1 0.2
H -0.909 -4.094 -0.448 -0.1 0.1 0.0
H 1.420 2.549 -4.611 0.1 0.1 0.1
H 1.730 -4.512 4.355 0.0 0.0 0.1
C -1.832 3.201 1.911 -0.4 0.6 0.3
S 2.390 -1.110 -0.320 0.1 0.1 -0.8
H 0.491 3.266 -0.802 0.0 0.0 -0.1
C -0.474 0.018 -5.776 -0.1 0.0 -0.1
C 0.331 1.148 -5.785 0.0 -0.1 0.1
H -2.008 -1.382 1.821 0.0 0.0 0.0
H -5.315 -0.967 -2.998 -0.1 0.0 0.0
H -1.908 -3.158 1.698 0.0 0.0 -0.1
C -3.223 -0.736 -2.719 0.0 -0.1 -0.1
H -0.446 -2.216 2.012 -0.2 0.0 -0.1
H -1.485 -1.432 -4.572 0.0 0.0 0.0
H 2.538 2.844 -2.716 0.0 -0.1 0.0
H 2.542 -2.113 5.076 0.0 0.1 0.1
H 2.960 1.249 4.336 0.0 0.0 0.1
C -0.327 -3.163 -0.473 0.2 -0.5 -0.2
C 2.470 -1.878 4.029 -0.1 -0.1 -0.4
N -0.869 -0.495 -2.158 0.0 -0.1 0.5
N 0.860 1.681 -2.119 -0.2 -0.4 0.3
N 1.776 -2.504 1.842 0.1 0.0 -0.2
C -3.543 -2.237 -0.408 0.2 0.0 0.1
C 0.114 2.889 -1.756 -0.2 0.3 0.0
C -2.093 -1.023 -1.926 -0.4 -0.2 0.1
C -4.631 -1.969 -1.226 0.1 0.1 -0.1
H 3.135 0.426 1.822 -0.1 -0.1 -0.1
H 0.621 1.604 -6.718 0.1 0.0 -0.1
H -5.610 -2.334 -0.961 -0.1 -0.1 0.1
H 2.639 2.108 -1.105 -0.1 -0.1 -0.1
C 1.829 -2.760 3.137 0.3 0.5 0.5
H 3.759 0.055 5.365 0.0 -0.1 0.1
H 0.185 -3.730 4.056 -0.1 0.0 0.1
C -4.466 -1.214 -2.379 0.0 0.1 -0.1
C 2.972 -0.698 3.529 -0.1 -0.4 0.1
C 2.301 -1.388 1.350 0.5 0.2 0.4
C -0.487 0.031 -3.356 0.3 0.2 -0.8
C 0.917 3.245 2.465 0.0 0.6 0.2
C -1.395 -2.215 1.477 -0.1 0.0 0.4
H -0.022 -2.963 -1.503 -0.1 0.0 0.2
C 2.298 1.949 -2.130 0.3 0.1 0.0
Cl -2.268 5.509 3.218 0.0 0.0 0.0
O 1.149 1.261 1.220 -0.2 0.1 -0.1
H 2.819 1.092 -2.555 0.0 0.1 0.1
C -1.282 4.234 2.647 -0.6 -0.3 -0.3
N -1.119 -2.047 0.058 0.2 0.6 -0.1
Cl 2.616 3.274 2.768 0.0 0.1 -0.1
H -0.785 -0.433 -6.705 0.0 0.0 -0.1
C 1.141 -3.994 3.603 0.1 -0.1 0.0
C -1.031 2.156 1.378 0.3 -0.3 -0.2
Cl -3.521 3.180 1.581 0.2 -0.1 -0.1
C 0.400 1.131 -3.375 -0.2 -0.2 0.1
H 0.958 -4.651 2.758 0.0 0.0 0.0
H -0.949 2.662 -1.654 0.1 0.0 0.0
Pd 0.195 -0.003 -0.430 0.1 0.5 0.4
C -2.277 -1.781 -0.736 0.0 0.0 -0.1
C 3.601 0.368 4.340 0.0 0.2 0.1
C 0.104 4.262 2.927 0.7 -0.2 0.0
H -3.108 -0.089 -3.575 0.0 0.0 0.0
O -1.479 1.227 0.652 0.0 0.1 -0.1
H 0.239 3.676 -2.512 0.0 -0.1 0.1
C 0.776 1.685 -4.587 -0.1 0.0 0.0
Cl 0.763 5.568 3.823 0.0 -0.2 -0.1
N 2.878 -0.481 2.203 -0.3 -0.5 0.0
```
Forces are in eV/Å.